The following is a DFT calculation (ωB97M-V/def2-TZVPD) of C31H27N4O2PPtS as an isolated structure.

Summary:
- Kohn-Sham gap: 0.2231 Eh
- Highest occupied orbital energy: -7.0822 eV
- Charge: 0

The geometry in XYZ format:
```
67
Properties=species:S:1:pos:R:3:forces:R:3
Pt -0.032 0.379 0.338 -0.8 -1.4 0.1
O 6.531 1.025 2.129 0.0 0.1 0.2
C 6.137 0.150 1.092 0.2 -0.3 -0.2
C 4.651 0.273 0.901 0.1 0.3 -1.3
C 4.095 0.493 -0.380 0.6 -0.3 1.3
C 2.736 0.621 -0.502 -0.2 0.3 -0.4
N 1.910 0.551 0.543 1.1 -0.3 1.5
C 2.412 0.252 1.792 1.8 0.5 -2.4
C 3.806 0.155 1.972 -1.3 0.0 0.4
C 1.431 -0.040 2.772 -2.5 -0.6 1.8
C 1.658 -0.051 4.163 0.4 0.2 -1.3
C 0.634 -0.307 5.036 -1.3 -0.3 0.0
C 0.866 -0.289 6.522 -0.2 0.0 0.3
O 2.210 -0.503 6.880 0.3 0.0 0.0
C -0.650 -0.578 4.507 1.3 0.3 0.4
C -0.816 -0.564 3.144 -0.5 -0.1 -0.1
N 0.167 -0.309 2.278 1.6 0.2 0.4
H 7.481 0.940 2.262 -0.1 0.0 0.0
H 6.394 -0.890 1.358 -0.1 0.2 -0.1
H 6.653 0.397 0.154 -0.1 -0.1 0.1
H 4.722 0.561 -1.253 0.1 0.0 -0.1
H 2.266 0.802 -1.459 -0.2 0.1 0.1
H 4.207 -0.041 2.954 0.0 0.0 0.1
H 2.643 0.181 4.539 0.1 0.0 0.1
H 0.210 -1.023 7.013 0.0 0.1 -0.1
H 0.612 0.700 6.922 0.0 -0.1 -0.1
H 2.507 -1.330 6.483 0.0 0.0 0.1
H -1.481 -0.812 5.154 -0.1 0.0 0.0
H -1.782 -0.785 2.709 0.0 -0.1 -0.1
N 0.006 1.642 -1.199 -0.2 0.3 -0.4
P -1.156 2.667 -0.938 -0.1 0.2 -0.2
C -1.193 3.959 -2.216 0.0 -0.3 0.2
C -2.343 4.696 -2.478 0.1 -0.1 0.0
C -2.324 5.675 -3.454 0.0 0.1 0.0
C -1.158 5.920 -4.161 0.0 0.0 -0.1
C -0.012 5.185 -3.904 0.1 0.0 0.0
C -0.028 4.202 -2.929 0.0 0.0 0.1
C -2.790 1.857 -0.929 -0.2 0.3 0.5
C -3.928 2.306 -0.366 1.2 0.1 -0.7
C -5.091 1.469 -0.239 -0.7 -0.9 -0.1
C -5.056 0.158 -0.527 -0.1 0.4 0.2
C -3.816 -0.509 -0.987 0.3 -0.1 -0.1
C -2.616 0.413 -1.268 0.0 0.1 -0.4
C -1.249 3.582 0.657 0.0 -0.1 -0.4
C -1.366 2.823 1.817 -0.1 -0.1 0.2
C -1.550 3.432 3.043 0.0 0.0 0.0
C -1.659 4.813 3.108 0.1 0.2 0.0
C -1.523 5.576 1.958 0.0 0.2 0.2
C -1.301 4.967 0.735 0.0 -0.2 0.0
H -3.244 4.506 -1.913 -0.1 0.0 0.0
H -3.218 6.245 -3.664 0.0 0.0 0.0
H -1.143 6.691 -4.915 0.0 0.1 -0.1
H 0.894 5.377 -4.462 0.0 0.0 0.0
H 0.852 3.614 -2.701 0.0 0.0 0.0
H -3.997 3.326 -0.016 0.0 0.2 0.2
H -6.006 1.937 0.096 -0.1 -0.1 0.1
H -5.913 -0.482 -0.382 -0.2 0.1 0.0
H -4.009 -1.266 -1.750 0.0 0.0 0.1
H -2.110 0.286 -2.232 0.0 -0.1 0.2
H -1.344 1.737 1.749 -0.1 0.3 0.1
H -1.624 2.832 3.941 -0.1 0.0 0.0
H -1.851 5.296 4.054 0.0 0.1 0.1
H -1.598 6.653 2.011 0.0 0.1 0.0
H -1.185 5.560 -0.160 0.0 0.1 0.0
S -3.182 -2.212 1.258 -0.1 -0.4 0.5
C -2.916 -1.035 0.142 -0.2 -0.2 -0.1
N -1.905 -0.234 -0.145 0.2 0.9 -0.5
```
Positions in Å, forces in eV/Å.

***

The following is a DFT calculation (ωB97M-V/def2-TZVPD) of C31H28BClN6O7PdS as an isolated structure.

Summary:
- Kohn-Sham gap: 0.1870 Eh
- Highest occupied orbital energy: -0.9471 eV
- Charge: -2

The geometry in XYZ format:
```
76
Properties=species:S:1:pos:R:3:forces:R:3
Pd -0.699 0.101 0.693 0.2 -0.1 -0.8
O -3.667 -2.321 5.676 -0.3 -0.4 -0.6
C -2.747 -1.591 6.148 0.2 0.2 0.1
O -2.502 -1.423 7.339 0.1 0.0 0.2
C -1.916 -0.825 5.129 0.1 0.2 0.1
C -1.140 0.283 5.400 -0.3 -0.4 0.0
Cl -0.933 0.962 6.952 0.1 0.2 0.1
N -0.604 0.752 4.225 -0.6 -0.8 0.5
N -1.001 -0.035 3.224 -0.3 -0.4 -0.4
C -1.786 -0.977 3.721 0.4 0.7 0.7
C -2.396 -1.957 2.789 -0.2 -0.6 -0.6
O -3.343 -2.731 3.252 0.0 0.2 0.6
O -2.029 -2.010 1.627 -0.2 -0.2 0.4
C 0.173 1.888 3.932 0.5 0.8 -0.5
C 0.617 2.762 4.922 -0.1 -0.1 0.1
C 1.352 3.883 4.581 0.1 0.1 0.0
C 1.677 4.143 3.261 0.0 0.1 0.0
C 1.251 3.267 2.276 0.0 -0.1 0.1
C 0.494 2.154 2.597 -0.2 -0.2 -0.1
H -3.520 -2.577 4.316 0.1 0.2 -0.3
H 0.390 2.587 5.959 0.1 0.0 -0.1
H 1.679 4.554 5.365 0.0 0.0 0.0
H 2.255 5.022 3.006 0.1 0.0 0.0
H 1.511 3.445 1.242 0.0 -0.1 -0.1
H 0.123 1.491 1.793 0.6 0.9 0.7
C 3.314 0.155 -3.391 -0.3 0.1 -0.1
C 2.097 0.942 -2.916 0.1 -0.2 0.2
C 1.809 0.666 -1.445 -0.1 0.3 0.0
N 1.440 -0.720 -1.247 0.1 0.1 -0.7
C 0.942 -1.020 0.036 -0.7 0.5 0.0
S 1.917 -0.524 1.373 0.3 0.3 0.8
N 0.449 -2.354 0.143 -0.6 -0.6 0.1
C 0.771 -3.473 -0.510 0.1 0.2 0.1
O 0.200 -4.545 -0.322 -0.2 -0.2 0.0
C 1.906 -3.448 -1.493 0.1 -0.4 -0.2
C 3.168 -2.956 -1.177 0.0 -0.1 -0.1
C 4.213 -3.138 -2.068 0.1 -0.1 0.1
C 4.005 -3.793 -3.271 0.1 -0.1 -0.1
C 2.745 -4.264 -3.596 0.1 0.0 -0.2
C 1.703 -4.100 -2.704 -0.1 0.1 0.2
H 3.449 0.249 -4.467 0.1 0.0 -0.1
H 3.187 -0.894 -3.140 0.0 -0.1 -0.1
H 4.210 0.514 -2.888 0.2 0.0 0.1
H 1.223 0.668 -3.514 -0.1 0.1 -0.1
H 2.260 2.015 -3.050 -0.1 0.0 0.0
H 0.996 1.328 -1.068 0.3 -0.1 -0.1
H 2.700 0.852 -0.834 -0.1 0.1 -0.1
H 0.785 -1.036 -1.957 0.0 0.1 0.1
H -0.300 -2.435 0.839 0.3 -0.2 -0.4
H 3.329 -2.435 -0.244 -0.1 0.1 0.1
H 5.204 -2.776 -1.824 0.0 0.1 0.1
H 4.829 -3.952 -3.956 0.1 0.1 0.0
H 2.582 -4.782 -4.533 0.0 0.0 -0.1
H 0.718 -4.482 -2.931 -0.1 -0.1 0.1
O -1.443 -0.919 -2.067 -0.2 -0.6 0.2
B -1.444 0.224 -1.208 0.7 0.0 0.8
O -1.621 1.353 -2.088 -0.2 0.4 0.4
C -1.615 0.902 -3.351 0.1 -0.7 -0.6
C -1.614 1.599 -4.542 0.0 0.1 0.4
C -1.503 0.859 -5.716 0.0 0.0 -0.3
C -1.397 -0.521 -5.696 0.0 0.0 -0.3
C -1.401 -1.231 -4.501 0.0 0.0 0.4
C -1.509 -0.504 -3.333 0.0 0.7 -0.8
H -1.653 2.679 -4.561 0.0 0.0 0.0
H -1.481 1.379 -6.666 0.0 0.0 0.0
H -1.286 -1.062 -6.628 0.0 0.0 0.0
H -1.284 -2.305 -4.481 0.0 -0.1 0.0
N -4.281 2.880 1.329 -0.3 -0.2 0.0
C -3.413 3.898 1.037 0.2 0.3 -0.1
C -2.164 3.362 1.151 -0.3 0.3 -0.1
N -2.254 2.051 1.500 0.0 -0.4 0.1
C -3.523 1.786 1.599 -0.2 -0.1 0.1
H -5.288 2.923 1.301 0.3 -0.1 0.0
H -3.760 4.880 0.775 0.0 0.1 0.0
H -1.209 3.830 1.018 0.1 0.1 -0.1
H -3.942 0.833 1.857 -0.1 -0.2 0.0
```
Positions in Å, forces in eV/Å.

***

The following is a DFT calculation (ωB97M-V/def2-TZVPD) of C31H28BrFeINO2S as an isolated structure.

Summary:
- Kohn-Sham gap (spin up / spin down): 0.2458 / 0.2356 Eh
- Highest occupied orbital energy (spin up / spin down): -4.2496 / -5.0326 eV
- 2S+1: 5
- Expectation value of S²: 6.07
- Charge: -1

The geometry in XYZ format:
```
66
Properties=species:S:1:pos:R:3:forces:R:3
Fe 0.548 0.966 1.297 0.0 0.7 -0.5
Br 0.429 0.348 3.700 -0.1 0.0 -0.2
C 2.177 0.964 4.128 0.0 0.0 0.3
C 2.575 0.960 5.433 0.0 0.0 -0.2
C 3.886 1.376 5.737 0.0 0.0 0.0
C 4.732 1.732 4.730 0.0 0.0 0.1
C 4.316 1.710 3.377 0.1 0.0 0.0
C 5.213 2.023 2.335 0.0 0.0 -0.2
C 4.785 1.967 1.041 0.2 0.1 0.2
C 3.451 1.643 0.737 -0.1 0.0 -0.3
C 2.499 1.357 1.688 0.0 -0.2 0.2
C 2.986 1.354 3.039 -0.1 -0.1 0.0
H 1.905 0.643 6.214 -0.1 0.0 0.1
H 4.212 1.395 6.767 0.0 0.0 0.1
H 5.747 2.033 4.951 0.1 0.0 0.0
H 6.231 2.294 2.581 0.1 0.0 0.0
H 5.467 2.199 0.235 0.1 0.0 -0.1
H 3.183 1.679 -0.310 0.0 0.0 0.0
C -0.887 -0.246 0.637 0.5 0.1 0.2
C -1.142 -1.203 -0.094 -0.4 0.0 0.2
C -1.407 -2.275 -0.920 -0.2 0.0 -0.1
C -0.281 -3.114 -1.279 0.2 -0.2 0.0
C -0.178 -3.730 -2.532 0.0 0.0 0.0
C 0.955 -4.441 -2.875 0.1 0.0 0.0
C 2.006 -4.567 -1.977 0.0 -0.1 -0.1
C 1.911 -3.971 -0.728 0.1 0.0 0.0
C 0.785 -3.254 -0.380 0.0 0.1 0.1
C -2.742 -2.464 -1.454 -0.1 0.0 -0.1
C -3.625 -1.378 -1.533 0.1 0.0 0.1
C -4.902 -1.538 -2.026 -0.1 0.0 0.0
C -5.342 -2.785 -2.444 0.0 0.0 0.0
C -4.484 -3.873 -2.362 -0.1 0.0 0.0
C -3.201 -3.717 -1.877 0.1 -0.1 0.0
H -0.978 -3.619 -3.250 0.0 0.0 0.0
H 1.024 -4.884 -3.859 0.0 -0.1 -0.1
H 2.893 -5.121 -2.251 0.1 0.0 0.0
H 2.726 -4.055 -0.021 0.0 0.0 0.0
H 0.715 -2.777 0.595 0.0 -0.1 -0.2
H -3.290 -0.404 -1.205 0.0 0.1 0.0
H -5.557 -0.682 -2.083 -0.1 0.1 0.0
H -6.344 -2.909 -2.829 -0.1 0.0 0.0
H -4.820 -4.854 -2.669 0.0 -0.1 0.0
H -2.551 -4.580 -1.804 0.0 0.0 0.0
O 1.580 2.842 -1.363 0.3 0.3 -0.3
S 0.637 1.788 -0.951 -0.4 -0.5 0.8
C 0.695 0.477 -2.215 0.1 0.1 -0.1
C -0.591 0.576 -3.038 0.0 0.0 0.0
C -1.085 2.018 -2.921 0.0 0.0 0.0
C -1.010 2.332 -1.436 0.1 -0.1 0.0
H 0.846 -0.490 -1.741 0.0 0.0 0.0
H 1.580 0.750 -2.790 0.0 0.0 0.0
H -1.336 -0.093 -2.605 0.0 0.0 0.0
H -0.422 0.264 -4.069 0.0 0.0 0.0
H -2.098 2.154 -3.299 0.0 0.0 0.0
H -0.425 2.692 -3.469 0.0 0.0 -0.1
H -1.723 1.744 -0.863 -0.1 0.0 0.0
H -1.104 3.375 -1.155 0.0 0.1 0.0
N -2.495 2.006 2.198 0.4 -0.1 0.0
C -1.641 3.039 1.903 0.2 -0.4 -0.2
O -0.440 2.831 1.564 -0.5 -0.1 0.2
C -2.172 4.346 1.979 0.0 0.3 0.0
I -4.142 4.134 -0.262 0.0 0.0 0.0
H -2.186 1.101 1.856 -0.1 0.1 0.0
H -3.467 2.214 2.026 -0.1 0.0 0.0
H -1.560 5.164 1.649 0.1 0.1 0.0
H -3.064 4.535 2.541 -0.2 0.1 0.1
```
Positions in Å, forces in eV/Å.

***

no.,F_max (Eh/bohr)
1,0.0608
2,0.0254
3,0.0204